1.
{"formula": "C21H27NO4OsP2S", "method": "the ωB97M-V functional and the def2-TZVPD basis", "symbols": ["H", "C", "H", "H", "H", "H", "H", "C", "C", "C", "C", "C", "H", "C", "O", "H", "H", "C", "H", "C", "Os", "H", "P", "C", "O", "C", "P", "C", "H", "H", "C", "C", "H", "H", "C", "H", "H", "O", "H", "H", "H", "H", "N", "H", "S", "H", "C", "H", "H", "C", "C", "H", "H", "C", "C", "O", "C"], "positions_angstrom": [[-2.73, 3.14, -4.16], [-1.21, -2.92, -0.25], [1.28, 0.59, -0.53], [5.18, -1.70, -3.61], [-2.24, 2.50, 0.91], [2.37, 1.35, 1.86], [-2.94, -0.40, 1.07], [-2.49, 0.74, -2.52], [0.80, -2.75, -2.18], [0.72, 3.43, -3.68], [3.95, 0.04, -3.27], [2.62, 0.46, -3.05], [2.78, 2.91, 2.70], [-2.44, 2.39, -0.15], [1.25, 4.34, 1.44], [1.14, -3.79, -1.99], [-1.81, 3.13, -0.64], [-1.45, 1.54, -3.28], [4.75, 0.73, -3.15], [1.55, -0.53, -3.18], [-0.01, 0.44, 0.38], [3.48, -3.43, -3.17], [-1.98, 0.76, -0.76], [0.98, 2.15, -3.17], [-0.43, -0.46, 3.22], [-3.22, -0.27, 0.03], [0.28, -1.76, -0.57], [-1.68, 2.81, -3.87], [-3.50, 1.17, -2.62], [1.51, 1.80, 3.41], [1.84, -1.91, -2.88], [-0.06, 1.12, -3.25], [-0.14, -2.91, -2.72], [2.87, 2.41, -2.19], [2.30, 1.80, -2.87], [2.40, -2.27, 0.50], [1.48, 4.17, -3.65], [0.42, 2.36, 0.40], [1.08, -2.51, 1.63], [-0.97, -4.00, -0.12], [-4.19, 0.22, -0.05], [1.48, -3.80, 0.46], [0.27, -0.16, -3.50], [-3.25, -1.25, -0.43], [0.70, 3.06, 1.75], [-2.54, -0.30, -2.83], [4.17, -1.33, -3.44], [-1.69, -2.55, 0.67], [-1.93, -2.82, -1.09], [3.18, -2.33, -3.13], [1.40, -2.70, 0.60], [-0.80, 4.64, -4.64], [-3.49, 2.60, -0.36], [-0.56, 3.68, -4.16], [-0.36, -0.17, 2.09], [-0.49, 2.98, 2.56], [1.99, 2.17, 2.50]], "spin_multiplicity": 5, "orbital_gap_ev": [4.50, 5.47], "total_charge": 2}


2.
{"formula": "C21H27NOS", "method": "the ωB97M-V functional and the def2-TZVPD basis", "symbols": ["C", "C", "C", "H", "H", "H", "C", "C", "C", "C", "C", "C", "C", "H", "C", "C", "H", "H", "H", "C", "S", "C", "H", "C", "H", "C", "C", "H", "H", "H", "H", "H", "H", "H", "C", "H", "H", "C", "H", "C", "H", "O", "H", "H", "H", "C", "H", "H", "N", "H", "H"], "positions_angstrom": [[3.32, -1.45, 0.32], [1.77, -3.21, -0.51], [3.49, 0.64, 1.70], [-5.04, -2.33, -0.44], [2.59, -3.59, -1.15], [1.11, -1.62, -2.33], [3.93, 1.94, 1.89], [-4.37, 1.94, 0.33], [-0.97, 0.22, -1.62], [-3.36, 2.75, -0.16], [-4.28, 0.56, 0.20], [-2.27, 2.19, -0.79], [-2.17, 0.81, -0.94], [-3.09, -1.07, -0.55], [4.98, 1.90, -0.26], [0.44, 0.31, 0.36], [-1.47, 2.81, -1.17], [-0.12, -1.76, 0.28], [-1.05, -0.88, -1.62], [1.93, -1.68, -0.34], [-5.61, -0.38, 0.87], [4.67, 2.58, 0.91], [5.56, 2.39, -1.03], [3.77, -0.04, 0.52], [-5.23, 2.37, 0.83], [-5.11, -2.11, 0.62], [-3.18, 0.00, -0.44], [1.24, 0.93, 0.77], [3.29, -1.93, 1.30], [-3.44, 3.82, -0.05], [5.01, 3.59, 1.06], [0.83, -3.42, -1.02], [4.79, 0.09, -1.36], [4.06, -1.97, -0.30], [4.54, 0.61, -0.45], [0.99, -1.38, 1.58], [-0.48, 0.54, 0.91], [1.45, 0.42, -1.77], [-4.17, -2.30, 1.13], [1.85, -1.06, -1.75], [2.93, 0.15, 2.48], [1.71, -3.93, 0.69], [2.56, -3.86, 1.14], [3.70, 2.45, 2.81], [-5.90, -2.71, 1.07], [0.77, -1.18, 0.53], [2.25, 1.03, -1.34], [2.81, -1.18, -2.26], [0.25, 0.71, -1.02], [1.30, 0.74, -2.81], [-0.97, 0.54, -2.67]], "relative_energy_kj_mol": 22.60, "orbital_gap_ev": 8.54, "smiles": "CSc1cccc(CN2CCC(CO)(Cc3ccccc3)CC2)c1", "total_charge": 0}


3.
{"formula": "C21H27O2Si", "method": "the ωB97M-V functional and the def2-TZVPD basis", "symbols": ["H", "H", "H", "H", "C", "H", "O", "C", "C", "H", "C", "H", "H", "C", "C", "H", "H", "H", "C", "H", "H", "C", "C", "C", "C", "H", "H", "H", "H", "C", "C", "C", "C", "C", "C", "H", "H", "H", "H", "H", "H", "Si", "H", "C", "C", "H", "H", "O", "H", "C", "C"], "positions_angstrom": [[4.38, -0.19, 2.45], [-0.81, -0.25, 0.18], [-3.65, -0.87, -3.05], [1.51, 1.09, -4.24], [-2.64, -1.06, -2.69], [2.46, 2.04, -3.08], [-0.29, -0.58, -3.09], [-1.99, 0.86, 2.83], [-4.64, 0.02, 3.48], [4.07, 0.74, -0.84], [2.96, 1.41, 2.07], [-1.68, -0.77, -4.60], [-2.95, 2.71, 2.21], [3.33, 0.12, 2.46], [0.99, -0.43, 2.87], [-1.86, 0.71, -3.60], [2.61, -1.80, 3.17], [-5.65, -0.31, 3.72], [-2.49, -0.53, -1.26], [4.14, -1.02, -0.66], [4.97, -0.24, -2.02], [-0.08, -0.44, -1.79], [-0.73, 1.40, 2.44], [-1.09, -0.38, -0.86], [-4.41, 1.30, 2.94], [-3.70, -1.82, 4.11], [1.68, -2.20, -3.98], [3.72, 2.12, 1.75], [0.24, -1.16, 3.17], [-2.24, -0.42, 3.40], [-3.13, 1.71, 2.62], [2.33, -0.79, 2.86], [4.06, -0.21, -1.39], [0.59, 0.89, 2.49], [-1.66, -0.36, -3.59], [-3.00, 0.45, -1.22], [-3.01, -1.21, -0.57], [1.34, 2.80, 1.78], [-5.25, 1.97, 2.77], [-0.79, 2.43, 2.07], [3.29, 1.10, -4.34], [2.56, -0.38, -2.51], [2.66, -2.86, -2.66], [2.43, 1.10, -3.64], [-3.54, -0.82, 3.69], [-1.41, -1.09, 3.61], [-2.48, -2.14, -2.70], [1.20, -0.36, -1.43], [3.45, -2.08, -4.05], [2.58, -2.03, -3.38], [1.63, 1.79, 2.08]], "relative_energy_kj_mol": 32.41, "orbital_gap_ev": 4.15, "total_charge": 1}


4.
{"formula": "C21H28AlF5O2", "method": "the ωB97M-V functional and the def2-TZVPD basis", "symbols": ["C", "F", "C", "H", "H", "H", "C", "C", "H", "H", "F", "C", "H", "C", "C", "F", "H", "C", "C", "C", "F", "C", "H", "C", "H", "Al", "C", "H", "H", "H", "C", "H", "H", "C", "H", "H", "C", "H", "H", "O", "H", "O", "C", "H", "F", "H", "H", "H", "H", "C", "H", "H", "H", "C", "C", "C", "H"], "positions_angstrom": [[-1.52, 3.29, 1.82], [0.48, 3.86, -0.32], [-0.53, 2.21, 2.02], [5.15, -2.30, -4.27], [-0.34, 0.76, 3.72], [0.51, 2.29, 1.68], [0.67, -1.76, -0.38], [-0.94, 1.51, 3.22], [-1.14, -1.15, -1.49], [1.72, -1.71, -0.64], [-1.91, 1.99, -2.18], [-2.48, 3.18, 2.86], [2.83, -3.70, -1.20], [-3.23, -0.86, 0.51], [-1.48, 2.72, -1.08], [0.71, 2.22, -1.78], [4.05, -2.63, -0.50], [4.25, -2.67, -3.78], [-3.80, 1.41, 0.60], [1.72, -0.23, 1.28], [-2.34, 3.80, -0.95], [0.44, -0.87, 0.82], [-2.96, -1.83, 0.10], [3.57, -2.92, -1.45], [0.29, -2.77, -0.32], [-1.70, 1.49, 0.56], [-0.35, -1.57, 1.90], [0.40, -0.26, -1.95], [0.33, -2.28, 2.40], [2.44, -1.46, -4.01], [-0.16, -0.79, -1.18], [-0.72, -0.86, 2.64], [-4.00, -1.34, 2.53], [-2.11, 2.10, 3.70], [-1.19, -2.13, 1.47], [2.45, -1.00, 1.57], [-0.09, 3.25, -1.40], [4.50, -4.52, -2.59], [-3.33, 3.84, 3.01], [-0.33, 0.13, 0.04], [5.61, -3.20, -2.15], [2.88, -1.76, -1.99], [-3.22, 0.36, -0.26], [3.74, -3.35, -4.47], [-0.11, 4.15, -2.41], [1.54, 0.41, 2.15], [-3.24, 0.39, -1.35], [3.83, -0.56, -3.38], [-1.34, 4.17, 1.20], [3.31, -1.53, -3.35], [-2.63, 1.79, 4.61], [-4.18, 2.37, 0.23], [2.14, 0.37, 0.46], [-3.81, -0.60, 1.76], [4.59, -3.44, -2.48], [-4.20, 0.76, 1.82], [-4.77, 1.23, 2.62]], "relative_energy_kj_mol": 0.00, "orbital_gap_ev": 8.18, "total_charge": 0}


5.
{"formula": "C21H28AuCl2F3N4OSi", "method": "the ωB97M-V functional and the def2-TZVPD basis", "symbols": ["H", "H", "O", "H", "H", "C", "N", "C", "C", "C", "H", "F", "C", "H", "F", "F", "H", "Si", "H", "C", "C", "C", "C", "C", "H", "C", "H", "C", "H", "H", "C", "Au", "H", "N", "C", "C", "H", "H", "C", "H", "C", "H", "H", "H", "C", "H", "H", "H", "C", "Cl", "N", "C", "H", "H", "Cl", "N", "H", "C", "H", "H", "H"], "positions_angstrom": [[1.65, -5.31, 0.06], [-4.15, -0.15, -3.83], [5.58, 3.34, 1.40], [-4.36, -1.25, 2.32], [-3.04, -0.21, 2.78], [-3.40, -0.86, 1.99], [-0.84, -1.59, 0.76], [-0.87, 1.29, -2.55], [-2.38, 0.95, -4.35], [4.63, 3.63, 2.39], [3.78, 1.12, -0.36], [-1.85, 0.30, -6.53], [0.44, -3.62, 0.47], [-2.38, -3.13, 4.02], [-3.93, 0.69, -6.12], [-2.54, 2.33, -6.26], [3.20, -4.08, -1.43], [-2.19, -2.30, 1.69], [-3.58, -0.27, 1.10], [0.19, -2.23, 0.24], [2.16, -2.21, -1.20], [-3.02, -3.61, 0.57], [1.11, -1.56, -0.61], [-1.53, -2.90, 3.38], [4.31, 3.54, -0.22], [2.37, -3.57, -0.97], [-0.20, -4.16, 1.14], [4.28, 1.50, 0.53], [-3.97, -3.91, 1.02], [-3.24, -3.21, -0.41], [-1.19, 1.49, -3.88], [-0.93, 0.58, 0.46], [2.84, -1.68, -1.85], [-1.66, 0.61, -1.72], [-2.81, 0.12, -2.17], [-2.69, 1.07, -5.83], [-0.53, 2.04, -4.53], [4.99, 0.77, 0.90], [2.05, 1.71, 1.30], [3.92, 4.40, 2.05], [1.50, -4.26, -0.13], [3.05, 2.58, 3.49], [5.19, 4.00, 3.25], [-0.91, -3.78, 3.31], [3.85, 2.35, 2.78], [0.04, 1.70, -2.13], [-0.95, -2.12, 3.86], [0.94, -0.51, -0.79], [-3.21, 0.26, -3.48], [-2.52, 2.86, 0.24], [3.30, 1.75, 1.58], [-2.82, 3.00, 1.97], [-2.72, 4.05, 2.27], [-2.42, -4.50, 0.44], [-1.62, 2.02, 2.82], [0.93, 1.65, 0.99], [5.84, 2.65, -0.46], [5.01, 2.83, 0.23], [-3.82, 2.62, 2.20], [-3.41, -0.41, -1.45], [4.54, 1.63, 3.23]], "spin_multiplicity": 3, "relative_energy_kj_mol": 93.55, "orbital_gap_ev": [9.00, 5.61], "total_charge": 2}


Copy entry 2 word for word.
{"formula": "C21H27NOS", "method": "the ωB97M-V functional and the def2-TZVPD basis", "symbols": ["C", "C", "C", "H", "H", "H", "C", "C", "C", "C", "C", "C", "C", "H", "C", "C", "H", "H", "H", "C", "S", "C", "H", "C", "H", "C", "C", "H", "H", "H", "H", "H", "H", "H", "C", "H", "H", "C", "H", "C", "H", "O", "H", "H", "H", "C", "H", "H", "N", "H", "H"], "positions_angstrom": [[3.32, -1.45, 0.32], [1.77, -3.21, -0.51], [3.49, 0.64, 1.70], [-5.04, -2.33, -0.44], [2.59, -3.59, -1.15], [1.11, -1.62, -2.33], [3.93, 1.94, 1.89], [-4.37, 1.94, 0.33], [-0.97, 0.22, -1.62], [-3.36, 2.75, -0.16], [-4.28, 0.56, 0.20], [-2.27, 2.19, -0.79], [-2.17, 0.81, -0.94], [-3.09, -1.07, -0.55], [4.98, 1.90, -0.26], [0.44, 0.31, 0.36], [-1.47, 2.81, -1.17], [-0.12, -1.76, 0.28], [-1.05, -0.88, -1.62], [1.93, -1.68, -0.34], [-5.61, -0.38, 0.87], [4.67, 2.58, 0.91], [5.56, 2.39, -1.03], [3.77, -0.04, 0.52], [-5.23, 2.37, 0.83], [-5.11, -2.11, 0.62], [-3.18, 0.00, -0.44], [1.24, 0.93, 0.77], [3.29, -1.93, 1.30], [-3.44, 3.82, -0.05], [5.01, 3.59, 1.06], [0.83, -3.42, -1.02], [4.79, 0.09, -1.36], [4.06, -1.97, -0.30], [4.54, 0.61, -0.45], [0.99, -1.38, 1.58], [-0.48, 0.54, 0.91], [1.45, 0.42, -1.77], [-4.17, -2.30, 1.13], [1.85, -1.06, -1.75], [2.93, 0.15, 2.48], [1.71, -3.93, 0.69], [2.56, -3.86, 1.14], [3.70, 2.45, 2.81], [-5.90, -2.71, 1.07], [0.77, -1.18, 0.53], [2.25, 1.03, -1.34], [2.81, -1.18, -2.26], [0.25, 0.71, -1.02], [1.30, 0.74, -2.81], [-0.97, 0.54, -2.67]], "relative_energy_kj_mol": 22.60, "orbital_gap_ev": 8.54, "smiles": "CSc1cccc(CN2CCC(CO)(Cc3ccccc3)CC2)c1", "total_charge": 0}